This record from the OMol25 dataset describes an isolated molecule of C3H7N3O. The level of theory is ωB97M-V/def2-TZVPD.

```
14
Properties=species:S:1:pos:R:3:mulliken_charge:R:1
C 0.18 -1.46 -1.42 -0.668
N -0.61 -0.26 -1.39 -0.558
C -0.65 0.48 -0.35 0.360
N -1.59 1.46 -0.18 -0.445
C 0.23 0.61 1.02 0.759
O -0.24 1.37 1.85 -0.681
N 1.42 0.03 1.36 -0.387
H -0.50 -2.32 -1.47 0.256
H 0.79 -1.59 -0.52 0.161
H 0.82 -1.52 -2.31 0.229
H -1.53 1.82 0.77 0.293
H -2.49 1.36 -0.62 0.244
H 1.99 -0.61 0.84 0.197
H 1.76 0.35 2.26 0.239
```

Properties
**Structure (SMILES)**: C/N=C(/N)C(N)=O
**HOMO energy**: -8.86 eV
**HOMO-LUMO gap**: 0.358 hartree
**Energy relative to the best compared isomer or geometry (same formula, charge and spin)**: 23.9 kcal/mol
**DFT total energy**: -358.01174 Ha

=====

This record from the OMol25 dataset describes a structure of composition C3H7N3O at a distorted geometry. The level of theory is ωB97M-V/def2-TZVPD.

```
14
Properties=species:S:1:pos:R:3:mulliken_charge:R:1
C -1.59 0.95 0.46 -1.183
C 0.56 -0.93 -0.17 0.410
N 1.56 -1.56 0.47 -0.415
C -1.11 0.05 -0.64 0.497
O 1.44 1.19 0.02 -0.437
N 0.64 0.30 -0.76 -0.266
N -0.69 -1.25 -0.34 -0.699
H 2.16 1.41 -0.59 0.355
H 1.36 -2.51 0.76 0.258
H 2.50 -1.36 0.16 0.233
H -1.65 0.17 -1.59 0.328
H -2.64 0.72 0.68 0.336
H -1.00 0.82 1.38 0.304
H -1.55 2.00 0.16 0.278
```

Properties
**HOMO energy**: -8.81 eV
**HOMO-LUMO gap**: 0.353 hartree
**Energy relative to the best compared isomer or geometry (same formula, charge and spin)**: 83.3 kcal/mol
**DFT total energy**: -357.91709 Ha

=====

This record from the OMol25 dataset describes a cluster of 2 separate species, C3H7N3O in total. The level of theory is ωB97M-V/def2-TZVPD.

```
14
Properties=species:S:1:pos:R:3:mulliken_charge:R:1
C 1.80 1.00 -0.55 -0.411
N 1.71 -0.41 -0.83 -0.348
C 1.10 -1.28 -0.26 0.735
N 0.49 -2.28 0.18 -0.729
C -1.29 0.15 0.26 -0.379
O -1.90 -0.96 0.65 -0.471
N -2.17 1.15 0.22 -0.173
H 2.54 1.19 0.24 0.248
H 0.82 1.35 -0.21 0.102
H 2.10 1.54 -1.45 0.232
H -1.22 -1.66 0.61 0.518
H 1.04 -2.88 0.78 0.207
H -1.86 2.05 -0.09 0.236
H -3.15 1.03 0.45 0.233
```

Properties
**HOMO energy**: -8.63 eV
**HOMO-LUMO gap**: 0.355 hartree
**Energy relative to the best compared isomer or geometry (same formula, charge and spin)**: 60.4 kcal/mol
**DFT total energy**: -357.95362 Ha

=====

This record from the OMol25 dataset describes an isolated molecule of C3H7N3O at a distorted geometry. The level of theory is ωB97M-V/def2-TZVPD.

```
14
Properties=species:S:1:pos:R:3:mulliken_charge:R:1
C -0.15 -0.66 1.14 -0.613
C -0.15 1.53 -0.29 -1.260
C 0.34 0.12 -0.04 1.049
O -1.75 -0.82 -0.81 -0.363
N -0.50 -1.04 -0.26 -0.344
N 1.76 -0.03 -0.35 -0.058
N 2.26 -1.10 -0.65 -0.577
H -2.27 -0.17 -0.31 0.319
H 1.60 -1.90 -0.74 0.292
H -0.90 -0.19 1.77 0.272
H 0.50 -1.37 1.62 0.253
H 0.68 2.21 -0.12 0.387
H -0.47 1.63 -1.33 0.302
H -0.97 1.80 0.37 0.341
```

Properties
**Structure (SMILES)**: [H]/N=N\[C@]1(C)CN1O
**HOMO energy**: -8.94 eV
**HOMO-LUMO gap**: 0.356 hartree
**Energy relative to the best compared isomer or geometry (same formula, charge and spin)**: 117.5 kcal/mol
**DFT total energy**: -357.86266 Ha

=====

This record from the OMol25 dataset describes an isolated molecule of C3H7N3O. The level of theory is ωB97M-V/def2-TZVPD.

```
14
Properties=species:S:1:pos:R:3:mulliken_charge:R:1
C -2.12 0.52 -0.98 -0.791
N -1.21 -0.20 -0.08 -0.197
C 0.21 0.55 0.23 0.506
O 0.12 1.76 0.32 -0.603
N 1.03 -0.45 0.27 -0.516
C 2.36 -0.17 0.53 -0.001
N 3.20 -1.13 0.59 -0.600
H -1.67 0.57 -1.97 0.298
H -2.23 1.54 -0.59 0.334
H -3.09 0.02 -1.03 0.312
H -1.65 -0.40 0.82 0.317
H -0.85 -1.08 -0.44 0.386
H 2.62 0.89 0.67 0.288
H 4.12 -0.75 0.79 0.267
```

Properties
**Structure (SMILES)**: [H]/N=C/N=C(\[O-])[NH2+]C
**HOMO energy**: -8.83 eV
**HOMO-LUMO gap**: 0.338 hartree
**Energy relative to the best compared isomer or geometry (same formula, charge and spin)**: 37.0 kcal/mol
**DFT total energy**: -357.99098 Ha

=====

This record from the OMol25 dataset describes a cluster of 2 separate species, C3H7N3O in total at a distorted geometry. The level of theory is ωB97M-V/def2-TZVPD.

```
14
Properties=species:S:1:pos:R:3:mulliken_charge:R:1
C -1.46 2.49 0.31 0.672
C -0.35 0.62 -0.78 0.288
C -2.26 3.32 1.04 -0.902
N -1.11 1.55 -0.30 -0.034
N 0.26 -0.27 -1.14 -0.137
N 1.81 -2.37 -0.54 -0.386
O 2.29 -3.70 -0.43 -0.309
H -1.92 3.43 2.13 0.359
H -3.27 2.85 1.08 0.324
H -2.36 4.37 0.71 0.370
H 1.58 -4.32 0.07 0.495
H 1.11 -2.29 -1.38 0.422
H 2.51 -1.67 -0.90 0.339
H 3.16 -4.00 0.12 0.498
```

Properties
**Charge**: +2
**HOMO energy**: -18.75 eV
**HOMO-LUMO gap**: 0.351 hartree
**Energy relative to the best compared isomer or geometry (same formula, charge and spin)**: 130.5 kcal/mol
**DFT total energy**: -357.14846 Ha

=====

This record from the OMol25 dataset describes an isolated molecule of C3H7N3O2 at a distorted geometry. The level of theory is ωB97M-V/def2-TZVPD.

```
15
Properties=species:S:1:pos:R:3:mulliken_charge:R:1
C -0.14 0.71 -0.52 -0.026
N -0.04 -1.48 0.46 -0.001
C -0.90 -0.53 -0.19 0.480
N 1.23 -1.90 0.03 -0.643
N -0.98 1.85 -0.87 -0.677
C 0.70 0.87 0.92 -0.100
O -2.11 -0.56 0.02 -0.608
O 0.45 0.66 2.09 -0.418
H -0.56 -2.14 1.03 0.212
H 0.64 0.54 -1.26 0.324
H 1.93 -1.40 0.60 0.260
H 1.38 -1.71 -0.96 0.267
H -1.78 1.88 -0.24 0.301
H -1.38 1.70 -1.80 0.277
H 1.55 1.53 0.68 0.351
```

Properties
**Structure (SMILES)**: NNC(=O)[C@@H](N)C=O
**HOMO energy**: -9.43 eV
**HOMO-LUMO gap**: 0.362 hartree
**Energy relative to the best compared isomer or geometry (same formula, charge and spin)**: 87.6 kcal/mol
**DFT total energy**: -433.18324 Ha

=====

This record from the OMol25 dataset describes an isolated molecule of C3H7N3O2 at a distorted geometry. The level of theory is ωB97M-V/def2-TZVPD.

```
15
Properties=species:S:1:pos:R:3:mulliken_charge:R:1
C 1.57 0.07 0.04 0.324
C 0.38 -0.89 0.47 -0.277
C -2.28 0.38 0.06 0.167
H 1.86 1.98 -0.92 0.246
H 0.22 1.66 0.05 0.362
H 3.35 0.13 -0.42 0.235
H 1.04 -1.90 0.43 0.261
H 0.03 -0.63 1.57 0.260
H -2.46 -1.79 -0.15 0.193
H -3.54 0.52 -0.11 0.240
N 1.21 1.49 -0.14 -0.460
N 2.68 -0.54 -0.10 -0.619
N -1.89 -0.98 -0.21 -0.139
O -0.54 -0.88 -0.65 -0.246
O -1.61 1.39 0.07 -0.546
```

Properties
**Structure (SMILES)**: [H]/N=C(\N)CONC=O
**HOMO energy**: -9.16 eV
**HOMO-LUMO gap**: 0.367 hartree
**Energy relative to the best compared isomer or geometry (same formula, charge and spin)**: 128.0 kcal/mol
**DFT total energy**: -433.11879 Ha

=====

This record from the OMol25 dataset describes an isolated molecule of C3H7N3O2 at a distorted geometry. The level of theory is ωB97M-V/def2-TZVPD.

```
15
Properties=species:S:1:pos:R:3:mulliken_charge:R:1
C -0.24 -0.01 0.02 0.649
C -0.70 -1.44 0.30 -0.305
C 2.63 1.43 -1.09 -0.236
H -2.87 1.55 0.40 0.285
H -2.38 0.69 1.61 0.216
H -0.97 -1.58 1.35 0.277
H -1.73 -1.55 -0.13 0.306
H 0.41 -3.03 0.47 0.334
H 3.10 0.47 -1.35 0.301
H 3.08 2.44 -1.34 0.273
N -2.31 0.69 0.59 -0.631
N -0.92 1.05 0.26 -0.416
N 1.51 1.47 -0.51 -0.465
O 0.32 -2.31 -0.25 -0.511
O 1.07 0.12 -0.33 -0.077
```

Properties
**Structure (SMILES)**: C=NO/C(CO)=N/N
**HOMO energy**: -8.83 eV
**HOMO-LUMO gap**: 0.351 hartree
**Energy relative to the best compared isomer or geometry (same formula, charge and spin)**: 130.0 kcal/mol
**DFT total energy**: -433.11568 Ha

=====

This record from the OMol25 dataset describes an isolated molecule of C3H7N3O2 at a distorted geometry. The level of theory is ωB97M-V/def2-TZVPD.

```
15
Properties=species:S:1:pos:R:3:mulliken_charge:R:1
C -0.74 1.80 -1.26 0.235
C 0.01 -0.41 0.54 0.681
C 0.24 -1.48 1.56 -0.335
H 0.25 1.97 -3.08 0.259
H 1.16 0.82 -1.80 0.304
H -1.25 2.62 -1.97 0.194
H -1.92 -0.79 0.24 0.238
H -0.94 -2.08 1.64 0.163
H 0.60 -0.89 2.67 0.215
H 1.99 -1.65 1.18 0.299
N 0.21 1.32 -2.14 -0.449
N -1.38 1.28 -0.23 -0.669
N -1.21 -0.10 0.07 0.047
O 1.08 0.19 0.20 -0.734
O 1.38 -2.31 1.32 -0.449
```

Properties
**Structure (SMILES)**: N/C=N\NC(=O)CO
**HOMO energy**: -9.11 eV
**HOMO-LUMO gap**: 0.358 hartree
**Energy relative to the best compared isomer or geometry (same formula, charge and spin)**: 133.8 kcal/mol
**DFT total energy**: -433.10951 Ha

=====

This record from the OMol25 dataset describes a structure of composition C3H7N3O2 at a distorted geometry. The level of theory is ωB97M-V/def2-TZVPD.

```
15
Properties=species:S:1:pos:R:3:mulliken_charge:R:1
C 0.42 0.89 0.65 -0.773
C 0.21 -0.59 0.26 0.530
C -2.24 -0.23 -0.16 0.047
H 1.96 0.59 -0.69 0.464
H -0.50 1.34 0.94 0.603
H 0.99 0.77 1.71 0.290
H -1.30 -2.12 -0.56 0.346
H -3.19 -0.74 -0.08 0.386
H -1.17 1.32 -0.56 0.414
H 3.15 -1.07 -0.06 0.436
N -1.08 -1.17 0.09 -0.324
N -2.09 1.06 -0.51 -0.749
N 1.17 -1.31 -0.32 -0.518
O 1.37 1.55 -0.39 -0.722
O 2.31 -0.30 -0.32 -0.431
```

Properties
**HOMO energy**: -9.42 eV
**HOMO-LUMO gap**: 0.351 hartree
**Energy relative to the best compared isomer or geometry (same formula, charge and spin)**: 208.7 kcal/mol
**DFT total energy**: -432.99013 Ha

=====

This record from the OMol25 dataset describes a cluster of 2 separate species, C3H7N3O2 in total at a distorted geometry. The level of theory is ωB97M-V/def2-TZVPD.

```
15
Properties=species:S:1:pos:R:3:mulliken_charge:R:1
C 1.00 -1.86 0.47 -0.730
C 0.71 -1.02 -0.53 -0.110
C 1.13 0.44 -0.47 -0.416
N -0.46 2.09 0.16 -0.210
N 0.08 1.32 -0.68 -0.130
N -2.05 -0.14 -0.06 0.390
O -2.71 -1.09 -0.44 -0.469
O -2.20 0.57 0.95 -0.462
H 0.98 -2.91 0.34 0.281
H 1.12 -1.67 1.58 0.218
H 0.40 -1.31 -1.48 0.405
H 1.87 0.61 -1.43 0.165
H 1.60 0.79 0.53 0.432
H -0.02 2.01 1.06 0.248
H -1.45 2.16 0.02 0.388
```

Properties
**HOMO energy (alpha / beta)**: -7.39 / -8.60 eV
**HOMO-LUMO gap (alpha / beta)**: 0.217 / 0.304 hartree
**Energy relative to the best compared isomer or geometry (same formula, charge and spin)**: 210.6 kcal/mol
**DFT total energy**: -432.98709 Ha